No. 1
12
Properties=species:S:1:pos:R:3:nbo_charge:R:1 method="wB97M-V/def2-TZVPD" smiles=C1O[C@H]2C[C@H]2O1 gap_ev=10.37 relative_energy_ev=2.9907
C 0.25 1.09 -0.88 0.24
C 0.72 -0.70 0.50 0.04
C -0.56 -0.67 1.31 -0.46
C -0.57 -0.81 -0.18 0.04
H 0.82 0.83 -1.88 0.11
H 0.13 2.22 -0.83 0.18
H 1.60 -1.28 0.56 0.21
H -0.60 -1.59 1.97 0.22
H -0.84 0.32 1.70 0.24
H -1.03 -1.68 -0.60 0.21
O 1.02 0.60 0.16 -0.53
O -0.91 0.36 -0.84 -0.51

=====

No. 2
23
Properties=species:S:1:pos:R:3:mulliken_charge:R:1 method="wB97M-V/def2-TZVPD" gap_ev="5.83 / 5.83"
C 0.90 -1.28 -1.31 -0.40
C -0.50 -1.20 -1.56 -0.51
C -1.18 -1.90 -0.52 -0.48
C -0.20 -2.39 0.38 -0.55
C 1.09 -2.00 -0.10 -0.57
Pb 0.00 0.00 0.49 0.95
C -1.57 1.65 -0.42 -0.85
C -0.43 2.04 -0.99 0.60
C 0.53 2.57 -1.73 -0.73
N 1.34 1.01 0.80 -0.49
H -2.26 -2.02 -0.43 0.40
H -0.96 -0.70 -2.41 0.51
H -0.39 -2.95 1.30 0.47
H 2.05 -2.21 0.38 0.44
H 1.69 -0.82 -1.92 0.44
H -2.24 0.95 -0.93 0.35
H 2.21 1.56 0.83 0.07
H -1.92 2.09 0.52 0.33
H 0.27 3.37 -2.44 0.28
H 1.57 2.24 -1.67 0.29
S 0.00 0.00 5.43 -0.35
C 0.00 0.00 3.81 0.53
N 0.00 0.00 2.49 -0.74

=====

No. 3
71
Properties=species:S:1:pos:R:3:lowdin_spin:R:1 method="wB97M-V/def2-TZVPD" gap_ev="3.79 / 7.58" spin_multiplicity=4
Co 1.54 1.83 -0.98 1.00
C 2.21 3.56 -1.05 -0.04
C 1.09 3.45 -0.16 0.02
C -0.28 3.93 -0.62 0.00
C -0.63 3.25 -1.97 -0.01
C 0.08 1.92 -2.07 -0.04
C 1.30 1.75 -2.83 0.00
C 1.93 2.95 -3.49 -0.01
C 2.16 4.09 -2.47 -0.01
C -0.52 -3.09 -0.75 0.09
H 3.20 3.67 -0.60 0.00
H 1.26 3.43 0.93 0.01
H -0.29 5.03 -0.71 0.00
H -1.05 3.66 0.12 0.00
H -1.71 3.11 -2.10 0.00
H -0.30 3.87 -2.79 0.00
H -0.58 1.06 -1.92 0.00
H 1.50 0.78 -3.30 0.01
H 1.30 3.27 -4.34 0.00
H 2.90 2.66 -3.90 0.00
H 3.14 4.56 -2.67 0.00
H 1.42 4.90 -2.58 0.00
H 0.43 -2.60 -1.00 0.01
H -0.78 -3.75 -1.59 0.02
H -0.40 -3.68 0.16 0.02
P -1.76 -1.88 -0.41 0.24
P 1.29 -0.85 2.01 0.35
N -2.33 -1.44 -1.94 0.04
N -3.11 -2.77 0.18 0.03
N 2.35 0.44 1.61 0.09
N 1.63 -0.94 3.64 0.04
C -1.35 -0.42 0.56 0.11
C -0.50 -0.51 1.88 0.13
C -1.60 -1.58 -3.13 0.00
C -2.39 -1.14 -4.18 0.00
C -3.66 -0.76 -3.64 0.00
C -3.60 -0.94 -2.27 0.00
C -3.41 -4.08 -0.28 0.03
C -4.60 -4.49 0.30 0.02
C -5.11 -3.39 1.06 0.01
C -4.20 -2.35 0.95 0.04
C 2.66 0.65 0.18 0.06
C 4.06 0.96 0.14 0.05
C 4.52 1.13 1.45 0.02
C 3.50 0.81 2.32 0.05
C 1.70 0.16 4.51 0.01
C 1.75 -0.30 5.80 0.00
C 1.57 -1.72 5.76 0.00
C 1.49 -2.09 4.43 0.01
H -2.33 0.01 0.84 0.02
H -0.91 0.33 -0.13 0.02
H -0.64 0.43 2.43 0.02
H -0.95 -1.28 2.55 0.03
H -0.61 -2.00 -3.12 0.00
H -2.09 -1.07 -5.21 0.00
H -4.52 -0.42 -4.18 0.00
H -4.33 -0.80 -1.49 0.00
H -2.73 -4.60 -0.95 0.00
H -5.07 -5.46 0.18 0.00
H -6.04 -3.38 1.61 0.00
H -4.22 -1.35 1.36 0.00
H 2.15 -0.04 -0.54 0.03
H 4.62 1.01 -0.79 0.00
H 5.50 1.47 1.79 0.00
H 3.57 0.80 3.41 0.00
H 1.76 1.16 4.11 0.00
H 1.90 0.33 6.66 0.00
H 1.45 -2.38 6.61 0.00
H 1.41 -3.06 3.95 0.00
N 2.36 -3.42 1.21 0.28
C 1.87 -2.38 1.44 0.16

=====

No. 4
18
Properties=species:S:1:pos:R:3:nbo_charge:R:1 method="wB97M-V/def2-TZVPD" gap_ev=10.11 total_charge=+1 relative_energy_ev=1.1565
C 2.27 1.43 -0.70 0.16
N 1.77 0.35 -0.23 -0.56
H 3.31 1.64 -0.47 0.22
H 1.62 2.07 -1.29 0.24
H 1.18 -0.21 -0.84 0.48
H 2.25 -0.27 0.42 0.44
H 0.42 -0.86 2.57 0.49
H -0.28 0.52 2.61 0.49
O 0.46 0.04 2.23 -0.97
H -0.11 -2.60 -1.98 0.49
H -0.86 -2.22 -0.70 0.50
O -0.12 -1.95 -1.27 -0.98
H -1.16 1.44 0.31 0.49
H -1.31 2.28 -1.01 0.49
O -0.80 1.61 -0.56 -0.98
H -3.08 -0.56 -0.22 0.48
H -3.06 -1.73 0.68 0.48
O -2.53 -0.96 0.46 -0.95

=====

What did the first record say?
12
Properties=species:S:1:pos:R:3:nbo_charge:R:1 method="wB97M-V/def2-TZVPD" smiles=C1O[C@H]2C[C@H]2O1 gap_ev=10.37 relative_energy_ev=2.9907
C 0.25 1.09 -0.88 0.24
C 0.72 -0.70 0.50 0.04
C -0.56 -0.67 1.31 -0.46
C -0.57 -0.81 -0.18 0.04
H 0.82 0.83 -1.88 0.11
H 0.13 2.22 -0.83 0.18
H 1.60 -1.28 0.56 0.21
H -0.60 -1.59 1.97 0.22
H -0.84 0.32 1.70 0.24
H -1.03 -1.68 -0.60 0.21
O 1.02 0.60 0.16 -0.53
O -0.91 0.36 -0.84 -0.51